The following is a quantum chemistry calculation of a 10-piece molecular cluster, C20H35Cl18NO4 overall, from the OMol25 dataset.

The geometry in XYZ format:
```
78
Properties=species:S:1:pos:R:3
Cl 4.36382 -3.52517 1.37709
Cl 4.16647 -8.42355 1.73946
Cl -1.45168 4.64652 -9.43554
Cl 4.03588 -7.45619 4.50781
Cl -2.21709 8.59690 -1.65561
Cl 1.33298 -9.38789 -0.41180
Cl -0.78058 2.66508 -7.37345
Cl 1.86001 -4.37265 2.65156
Cl -1.84947 11.44051 -2.27939
Cl -2.36726 3.90036 -3.78633
Cl -0.81986 -6.87846 1.05769
Cl -1.76444 6.59238 -4.80623
Cl -1.66428 -3.67182 -0.68738
Cl 0.96051 -2.88353 -1.73542
Cl 1.61258 -10.57158 -3.08231
Cl 7.27571 -0.78918 -0.71190
Cl -2.15230 -5.03546 2.90291
Cl 6.25878 1.20108 1.19234
O -1.13272 4.82499 -0.39662
O 1.01723 5.07522 0.22997
O 2.65977 -0.07030 1.36530
O -3.30901 4.78271 0.14663
N -5.19376 0.78539 0.70966
C -2.22106 4.31486 0.27938
C 3.46149 -8.66019 3.34497
C 3.60287 -4.65182 2.50711
C 5.84835 -0.11754 0.08555
C -4.07534 2.54229 2.01602
C -4.79341 2.20125 0.70263
C -2.57003 2.27160 1.97581
C -1.94114 5.56614 -3.37185
C 2.41813 -9.70468 -1.77189
C -1.77121 4.06562 -7.79509
C 1.41563 -0.75492 1.37292
C 0.06937 -4.02119 -0.71970
C -0.39288 3.41366 1.29758
C -2.35848 -6.37388 1.76808
C -0.00780 4.48900 0.35838
C -2.49304 9.88986 -2.82930
C 0.59516 2.66427 2.12814
C -1.72766 3.26373 1.22935
C 2.68323 1.15990 2.05887
C 1.88048 2.28041 1.37124
H -5.88393 0.61885 -0.01312
H 5.36714 -0.89981 0.65898
H 1.15563 -1.02511 0.34941
H 1.65519 1.96784 0.34906
H 3.75515 -5.65816 2.14262
H 0.45095 -3.93722 0.28940
H 2.77150 -8.75486 -2.15384
H -0.99974 5.55845 -2.83837
H 2.51277 3.16610 1.32709
H 3.75026 -9.64140 3.69976
H -2.17274 2.20171 2.99092
H 0.11434 1.78921 2.56530
H 0.88189 3.30774 2.96971
H -2.77964 -7.21612 2.30258
H 5.17812 0.26967 -0.67127
H 3.73796 1.42813 2.08594
H -4.30046 3.55672 2.34327
H -3.56069 9.99386 -2.97687
H -5.64769 2.87494 0.58511
H 4.05026 -4.52322 3.48377
H 2.34910 1.04652 3.10005
H -2.72706 5.97982 -2.75382
H -2.43160 1.29005 1.50605
H -1.99787 9.61739 -3.75339
H 0.21248 -5.02314 -1.10309
H 1.49472 -1.64861 1.99679
H -5.65702 0.57345 1.58641
H -4.11514 2.35730 -0.13433
H -4.49014 1.87746 2.78109
H -3.01058 -6.05047 0.96596
H -1.54762 4.86239 -7.09705
H 3.24300 -10.30912 -1.41500
H 2.38425 -8.57497 3.26492
H -2.81324 3.77825 -7.73083
H 0.60645 -0.13740 1.77013
```

The HOMO-LUMO gap is 8.9 eV. The largest force on an atom is 0.69 eV Å⁻¹. Its net charge is 0. As for the structure (SMILES): COCCCC1=C(CCCN)C(=O)OC1=O.ClCCl.ClCCl.ClCCl.ClCCl.ClCCl.ClCCl.ClCCl.ClCCl.ClCCl.

These are the Mulliken partial charges, in e, on atoms 1 to 4: -0.181, -0.155, -0.171, -0.145